This record from the OMol25 dataset describes C2H4N3 as an isolated structure. The level of theory is ωB97M-V/def2-TZVPD.

```
! RIJCOSX wB97M-V def2-TZVPD def2/J DEFGRID3
* xyz 1 1
H 0.935 -1.771 0.017
H -1.744 0.352 0.114
N 1.209 -0.759 0.173
H -1.343 -1.258 -0.208
C 0.179 0.039 0.656
H 0.213 2.115 -0.085
N -0.919 -0.250 -0.040
C 0.741 0.254 -0.724
N 0.728 1.280 0.098
*
```

Values from the calculation:
E_HOMO ... -16.654 eV
Energy ... -6595.73935 eV
Gap between HOMO and LUMO ... 10.748 eV
Relative energy (zero: lowest compared OMol25 entry of this formula, charge and spin) ... 132.1 kcal per mole
LUMO ... -5.9057 eV